Record 1
{
  "formula": "C3H7NO4",
  "method": "the ωB97M-V functional and the def2-TZVPD basis",
  "e_lumo_ev": 0.311,
  "de_lowest_kj_mol": 557.17,
  "energy_ev": -12900.212,
  "orbital_gap_ev": 9.2,
  "charge": 0,
  "largest_force_ha_per_bohr": 0.108,
  "species": ["O", "O", "O", "O", "N", "C", "C", "C", "H", "H", "H", "H", "H", "H", "H"],
  "xyz": [[0.01, 1.63, 0.86], [0.22, 0.35, -1.91], [1.70, -0.29, 0.09], [-1.46, -0.41, -0.74], [2.62, 0.42, -0.72], [0.32, 0.34, 0.56], [-0.13, -0.06, -0.83], [-2.07, -1.18, 0.28], [0.16, -0.35, 1.40], [-2.85, -1.73, -0.26], [-1.44, -1.92, 0.77], [2.58, 1.40, -0.46], [0.52, 1.92, 1.64], [2.29, 0.34, -1.69], [-2.48, -0.48, 1.01]]
}


Record 2
{
  "formula": "C3H5NS2",
  "method": "the ωB97M-V functional and the def2-TZVPD basis",
  "e_lumo_ev": 0.195,
  "de_lowest_kj_mol": 412.28,
  "energy_ev": -26348.460,
  "orbital_gap_ev": 9.1,
  "charge": 0,
  "largest_force_ha_per_bohr": 0.094,
  "species": ["S", "S", "N", "C", "C", "C", "H", "H", "H", "H", "H"],
  "xyz": [[-2.00, -0.80, 0.24], [1.18, 2.08, 1.74], [0.93, 0.60, 0.64], [0.93, 0.32, 1.86], [-0.35, -1.04, -0.58], [0.39, 0.36, -0.63], [-0.30, 1.05, -0.93], [-0.65, -1.29, -1.60], [-1.59, 0.43, 0.58], [0.21, -1.91, -0.12], [1.26, 0.20, -1.21]]
}


Record 3
{
  "formula": "C3H10NS",
  "method": "the ωB97M-V functional and the def2-TZVPD basis",
  "e_lumo_ev": [-5.853, -5.934],
  "de_lowest_kj_mol": 410.23,
  "energy_ev": -15587.850,
  "orbital_gap_ev": [7.8, 7.7],
  "charge": 1,
  "largest_force_ha_per_bohr": 0.109,
  "species": ["S", "N", "C", "C", "C", "H", "H", "H", "H", "H", "H", "H", "H", "H", "H"],
  "xyz": [[2.75, -0.19, 0.39], [-0.63, -0.12, -0.20], [0.50, -0.22, -1.04], [-0.81, -1.23, 0.75], [-0.70, 1.27, 0.33], [0.78, 0.73, -1.50], [0.17, -1.70, 0.91], [-1.49, 1.48, 0.98], [3.28, 0.44, -0.61], [-0.57, 1.87, -0.49], [-1.45, -0.03, -0.83], [0.39, -1.11, -1.54], [-1.49, -1.89, 0.26], [0.32, 1.56, 0.93], [-1.05, -0.87, 1.67]]
}


Record 4
{
  "formula": "C6H6CrO2",
  "method": "the ωB97M-V functional and the def2-TZVPD basis",
  "e_lumo_ev": [-10.496, -9.718],
  "de_lowest_kj_mol": 106.67,
  "energy_ev": -38814.323,
  "multiplicity": 5,
  "orbital_gap_ev": [7.8, 8.7],
  "charge": 2,
  "largest_force_ha_per_bohr": 0.115,
  "species": ["Cr", "O", "O", "C", "C", "C", "C", "C", "C", "H", "H", "H", "H", "H", "H"],
  "xyz": [[-2.16, -2.73, 0.18], [-0.29, -2.44, 0.20], [-2.33, -0.81, -0.25], [-1.16, -0.13, -0.25], [1.83, 0.48, 0.03], [1.51, -0.88, 0.01], [-0.86, 1.13, -0.20], [0.18, -1.31, 0.01], [0.86, 1.53, 0.13], [2.27, -1.65, -0.05], [1.10, 2.38, -0.52], [2.87, 0.75, -0.10], [0.79, 1.92, 1.16], [-3.13, -0.26, -0.27], [-1.49, 2.01, -0.08]]
}